# 1
Density functional theory data (ωB97M-V/def2-TZVPD) for C16H23N3O3 in the gas phase.

Summary:
Frontier orbital gap, eV: 9.06
HOMO, eV: -8.3
LUMO, eV: 0.727
SMILES: CCOC(CNC(=O)Cn1nc(C)c2ccccc21)OCC
Total charge: 0
Relative energy (zero: lowest compared OMol25 entry of this formula, charge and spin), eV: 2.206
Total energy, eV: -27578.14359
Spin multiplicity: 1

Last column: Löwdin charge in e.
CARTESIAN COORDINATES (ANGSTROEM)
O: 2.76818 -0.55865 0.76203  -0.101
O: 3.72774 0.91336 -0.79215  -0.088
O: 0.02782 -2.46889 -0.93024  0.066
N: 0.23844 -0.25823 -0.46839  0.081
N: -2.39935 -0.29203 0.39905  -0.095
N: -1.93926 0.91770 0.77820  0.115
C: -6.06090 0.67189 -1.12833  -0.095
C: 4.37085 0.07171 -1.74339  -0.240
C: -0.34630 -1.46299 -0.36989  -0.471
C: -5.70515 -0.68426 -1.17776  -0.084
C: 3.49563 -0.15241 1.90835  -0.258
C: -5.21497 1.61466 -0.59890  -0.023
C: -3.63385 -0.18757 -0.15661  -0.153
C: -2.66536 3.25973 0.78768  -0.025
C: -1.57839 -1.45546 0.55625  -0.021
C: 4.92718 -1.22930 -1.17624  -0.064
C: 1.48473 -0.05743 -1.15536  -0.088
C: -3.98052 1.18605 -0.10557  -0.113
C: -2.85521 1.81625 0.49557  -0.274
C: -4.49942 -1.13662 -0.69815  -0.008
C: 2.55710 0.45382 -0.17628  -0.388
C: 3.72307 -1.36942 2.78797  -0.063
H: -3.45730 3.61837 1.44395  0.082
H: 4.12659 -1.85671 -0.79435  0.072
H: 4.30076 -2.11476 2.24869  0.074
H: 1.36964 0.67089 -1.96543  0.139
H: 4.45206 0.29135 1.60297  0.119
H: -1.70426 3.41491 1.26976  0.076
H: -6.40209 -1.38872 -1.60702  0.103
H: 3.69037 -0.14297 -2.57623  0.112
H: -4.23330 -2.18120 -0.74588  0.107
H: -0.15949 0.50779 0.06969  0.110
H: 5.45341 -1.76395 -1.96314  0.077
H: 1.77695 -1.02994 -1.55752  0.126
H: -5.48733 2.65864 -0.56171  0.112
H: 2.17502 1.35955 0.33514  0.164
H: -2.17089 -2.34833 0.35515  0.127
H: 2.92013 0.61621 2.44817  0.124
H: 5.18656 0.69701 -2.11728  0.122
H: 4.26005 -1.08091 3.68727  0.075
H: -1.20614 -1.49983 1.58645  0.138
H: -7.02210 0.97105 -1.51909  0.099
H: 2.76858 -1.80852 3.06420  0.075
H: 5.62313 -1.02099 -0.36727  0.077
H: -2.70242 3.83913 -0.13435  0.082

=====

# 2
Density functional theory data (ωB97M-V/def2-TZVPD) for 12 unconnected molecules or ions with the total composition C36H40F12NO37S2.

Summary:
Frontier orbital gap, eV: 7.25
HOMO, eV: -5.8
LUMO, eV: 1.474
Total charge: -1
Total energy, eV: -169506.23454
Spin multiplicity: 1

Last column: Löwdin charge in e.
CARTESIAN COORDINATES (ANGSTROEM)
S: -0.01412 -4.10871 0.65208  0.627
S: -2.60536 -2.91015 1.18257  0.669
F: 4.48046 6.43048 2.95791  0.084
F: -2.41000 -0.00798 4.47573  0.095
F: 4.42226 -1.28308 -4.42455  0.086
F: 4.50752 -12.38825 -2.75372  0.080
F: -3.63943 -6.07329 2.07849  -0.152
F: 0.48161 1.49613 -7.44874  0.083
F: -6.52265 -0.34979 5.34325  0.087
F: -9.33400 3.19220 3.45877  0.079
F: -1.93021 5.35433 5.68587  0.083
F: 1.90791 4.09684 -0.34169  0.067
F: 3.86600 2.64697 -1.29356  0.077
F: 4.55783 -7.25480 -0.24154  0.081
O: -1.46156 3.32564 2.44495  0.136
O: -4.64699 7.33142 5.07540  0.072
O: 4.55035 -3.32252 -5.34072  0.144
O: 6.13228 -4.62856 -1.75361  0.068
O: 6.34161 1.09242 -4.63544  0.125
O: -0.28828 4.06213 -5.33089  0.080
O: 6.29511 4.71646 -0.71395  0.130
O: -8.13931 3.52565 0.27695  0.079
O: 1.03739 2.23274 -5.40825  0.150
O: -3.99484 1.45983 5.06643  0.145
O: -7.87985 2.18973 2.08196  0.115
O: 5.08280 6.62988 -0.39766  0.084
O: 5.97892 -10.75601 -3.18486  0.144
O: 5.41194 -5.04344 -6.56782  0.133
O: -0.18937 -4.82518 -0.73728  -0.487
O: -2.72905 -3.17310 2.72588  -0.430
O: 6.73128 -8.68347 -3.77496  0.142
O: -9.36842 -0.28303 3.45658  0.066
O: -3.91491 9.31784 5.94089  0.132
O: -2.65158 7.42664 6.13340  0.138
O: 4.56991 -8.99069 -3.09306  0.063
O: 4.89434 -2.88380 -0.94478  0.145
O: 4.31498 -5.04073 -0.47392  0.106
O: -4.75995 1.98671 3.00559  0.065
O: 0.40235 2.08715 1.97280  0.091
O: 6.74844 -3.32428 -5.86843  0.071
O: 5.06069 2.98041 -4.47538  0.079
O: -7.22206 -0.97720 3.31045  0.158
O: -3.38328 -1.55675 0.94522  -0.466
O: 0.15154 4.13419 1.04715  0.144
O: 1.22950 3.68894 -3.66118  0.133
O: -8.69060 -1.50160 1.64370  0.147
O: -5.52091 3.14029 4.82798  0.097
O: -0.25856 -5.04186 1.86418  -0.444
O: 5.32015 1.64449 -2.67037  0.153
O: -6.85839 1.63766 0.11689  0.168
O: 5.65158 5.35541 1.38063  0.152
N: -0.96816 -2.64706 0.63715  -0.380
C: 5.83658 -9.41597 -3.38660  -0.494
C: 5.72342 5.49834 0.02746  -0.467
C: 0.70682 3.35636 -4.71192  -0.481
C: -8.38300 3.42878 2.52748  -0.323
C: -4.81616 2.27106 4.34255  -0.516
C: 3.81423 -10.15150 -2.81123  -0.068
C: 5.19762 -2.38740 -4.50797  -0.323
C: -0.39489 3.19392 1.86812  -0.485
C: 5.55590 -3.98561 -5.97778  -0.506
C: 1.46445 2.27218 1.05865  -0.069
C: -0.52060 3.42219 -6.56962  -0.077
C: -4.02846 6.06896 4.92847  -0.072
C: -3.74936 8.12740 5.73278  -0.507
C: -8.72890 0.05805 4.67010  -0.072
C: -0.02178 2.04029 -6.31819  -0.327
C: 4.22087 3.47982 -3.45398  -0.068
C: -8.97913 4.02506 1.29835  -0.075
C: 4.44661 7.17938 0.73868  -0.070
C: -3.55876 -4.21314 0.21625  -0.230
C: -7.28671 0.02988 4.29458  -0.334
C: 6.46563 -2.09317 -5.23412  -0.080
C: -3.66901 0.39860 4.19781  -0.314
C: 6.09009 -6.02076 -1.51289  -0.065
C: 4.86355 -11.13055 -2.40862  -0.330
C: 4.66700 -6.23918 -1.12713  -0.323
C: -8.44692 -0.96873 2.71353  -0.502
C: -3.02377 6.07107 6.02951  -0.327
C: 1.50096 3.75392 0.90107  -0.335
C: 4.81700 2.88354 -2.22485  -0.326
C: -3.74042 1.02090 2.84527  -0.054
C: 1.83883 -3.64927 0.73255  -0.182
C: 5.09682 -4.08241 -1.04579  -0.497
C: 5.63266 1.83976 -3.98219  -0.493
C: -7.56734 2.38500 0.77014  -0.487
C: 5.24948 6.61778 1.86193  -0.330
C: -3.23669 -5.76153 0.65601  -0.157
H: -9.04884 1.04385 5.01828  0.137
H: 6.13258 7.21074 2.12278  0.179
H: 2.11940 -2.80380 -0.04357  0.079
H: 4.23452 4.57291 -3.43469  0.150
H: 3.99334 -6.40858 -1.97389  0.181
H: 7.27511 -1.80556 -4.55780  0.147
H: 0.04042 3.93861 -7.35572  0.149
H: -10.00628 3.68958 1.12003  0.149
H: -6.91187 0.97258 3.88188  0.140
H: 5.34075 -2.81882 -3.51152  0.152
H: -3.56951 6.00299 3.93630  0.155
H: 2.11198 4.26995 1.64933  0.171
H: -4.70941 -4.03000 0.47707  0.128
H: 5.62860 3.47468 -1.78740  0.124
H: 5.12607 -11.09550 -1.34590  0.179
H: 3.09148 -9.96444 -2.01246  0.151
H: 2.48237 -4.62917 0.50894  0.069
H: -8.96548 5.11815 1.31764  0.144
H: -3.41190 5.72102 6.99197  0.179
H: -3.94828 -6.45279 -0.00786  0.123
H: 3.19372 3.14434 -3.63230  0.110
H: -4.37016 -0.42915 4.34861  0.167
H: 4.47419 8.27208 0.71337  0.147
H: -4.00373 0.29816 2.06829  0.121
H: 6.34781 -1.31252 -5.99312  0.143
H: -2.80887 1.52065 2.55916  0.125
H: 3.27137 -10.45856 -3.71146  0.152
H: -3.43242 -4.07090 -0.94429  0.123
H: 6.36905 -6.58213 -2.40868  0.129
H: -0.76623 1.36723 -5.87965  0.182
H: -4.75748 5.26078 5.03219  0.118
H: 1.23272 1.75224 0.12305  0.157
H: -8.98212 -0.68392 5.43478  0.148
H: 6.79021 -6.27142 -0.70892  0.152
H: -1.58303 3.44045 -6.82715  0.146
H: 2.14893 -3.33242 1.84089  0.090
H: 3.40092 6.85473 0.76163  0.147
H: -7.57140 4.01992 2.96493  0.174
H: -2.14230 -6.11951 0.41530  0.104
H: 2.40036 1.87332 1.45912  0.149

=====

# 3
Density functional theory data (ωB97M-V/def2-TZVPD) for 2 unconnected molecules or ions with the total composition C5H11NO.

Summary:
Frontier orbital gap, eV: 9.85
HOMO, eV: -8.8
LUMO, eV: 1.043
SMILES: C=CN1C[C@@H]1C.O
Total charge: 0
Relative energy (zero: lowest compared OMol25 entry of this formula, charge and spin), eV: 2.594
Total energy, eV: -8899.10355
Spin multiplicity: 1

Last column: Löwdin charge in e.
CARTESIAN COORDINATES (ANGSTROEM)
O: 2.95218 0.44070 1.41137  -0.077
N: -0.19762 0.53597 0.11128  -0.072
C: 0.84087 0.71183 -0.82998  -0.232
C: -1.81327 -1.32271 0.72177  -0.054
C: -1.30274 -0.32723 -0.28371  -0.331
C: -1.48998 1.14052 -0.15579  -0.099
C: 1.74188 -0.23870 -1.07062  -0.001
H: -1.22843 -0.69464 -1.30849  0.141
H: -1.13743 -2.18332 0.78104  0.075
H: 2.51196 0.93211 0.70595  -0.008
H: -1.59342 1.72710 -1.06849  0.109
H: -1.87874 -0.87004 1.71555  0.080
H: 2.23798 -0.12944 1.71920  0.029
H: 0.89166 1.68822 -1.31168  0.117
H: 1.68884 -1.19349 -0.55212  0.073
H: -2.00230 1.54881 0.71368  0.108
H: -2.80515 -1.68668 0.43396  0.077
H: 2.58372 -0.07899 -1.73292  0.066

=====

# 4
Density functional theory data (ωB97M-V/def2-TZVPD) for a molecular structure, C31H45F5N9O2Pb.

Summary:
Frontier orbital gap (alpha / beta), eV: 2.86 / 3.96
HOMO (alpha / beta), eV: -8.1 / -8.1
LUMO (alpha / beta), eV: -5.247 / -4.149
Total charge: +1
Relative energy (zero: lowest compared OMol25 entry of this formula, charge and spin), eV: 5.825
Total energy, eV: -69206.39872
Spin multiplicity: 1

Last column: Löwdin charge in e.
CARTESIAN COORDINATES (ANGSTROEM)
Pb: 0.10053 0.25105 -1.17097  1.522
F: 1.35580 -0.33269 -3.99310  -0.116
F: 1.47757 -2.29732 -2.98521  -0.087
F: 3.70353 -1.02414 -4.77848  0.101
F: 3.31023 -3.12546 -4.52113  0.114
F: 2.58515 -2.09429 -6.26858  0.113
O: -1.26390 -4.06380 -0.70866  -0.001
O: -0.39067 -2.01963 -0.39659  -0.065
N: -1.50982 -2.57026 -2.31124  0.053
N: 3.07158 -1.04694 -0.71756  0.128
N: -1.26500 -1.34436 -2.93414  0.010
N: 0.35919 0.43573 1.31801  0.023
N: 2.36832 -0.03743 -0.34387  -0.085
N: 3.74364 -0.63180 1.33271  0.213
N: 4.62797 -2.45447 0.22603  0.173
N: -1.95518 0.82527 -0.11550  -0.057
N: 3.85233 -1.36524 0.28424  -0.241
C: 1.79549 0.02452 3.28840  -0.138
C: 2.75172 0.32204 0.98403  -0.396
C: 0.38087 -0.07226 5.36276  -0.054
C: -1.47685 2.29282 -3.75961  -0.057
C: 4.17057 1.89928 2.28536  -0.010
C: -0.76100 0.85051 1.91830  -0.074
C: 1.50856 0.25433 1.91357  -0.126
C: -3.12535 0.78766 -0.86999  -0.186
C: 1.46056 -2.15346 4.43385  -0.043
C: 0.81648 -0.80728 4.09243  -0.385
C: 4.83320 1.98485 -0.78699  -0.041
C: -4.46832 -2.41673 0.38818  -0.047
C: 1.44707 -1.69869 -4.23822  -0.332
C: 4.01332 1.26763 3.46872  -0.057
C: -1.92846 1.02510 1.17852  -0.106
C: -5.17664 -0.41818 1.72445  -0.047
C: -4.31231 1.44673 -2.86101  -0.026
C: -3.19331 1.55628 -2.04969  -0.156
C: -2.12858 2.57311 -2.40202  -0.408
C: -2.73187 3.98142 -2.39221  -0.048
C: 2.94909 0.43287 3.90716  0.012
C: -4.16010 -0.95118 0.70913  -0.378
C: 3.73957 4.04468 0.16926  -0.055
C: -0.99249 -2.83056 -1.09557  -0.582
C: -0.79763 -4.46270 0.58139  -0.017
C: -5.28174 -0.14871 -1.37045  -0.023
C: 2.76408 -1.97774 -4.94433  -0.631
C: -5.35657 0.60555 -2.52519  -0.039
C: -4.18023 -0.08209 -0.52876  -0.130
C: 3.19601 1.83220 1.17438  -0.197
C: 3.58083 2.55287 -0.12617  -0.383
H: -6.22664 0.54370 -3.15856  0.114
H: 3.78874 4.60813 -0.75758  0.088
H: -1.95955 4.72554 -2.57059  0.084
H: -3.82058 -2.78721 -0.40422  0.070
H: 4.62025 1.04633 -1.29050  0.067
H: -3.48667 4.08291 -3.16706  0.082
H: 2.39195 -2.00734 4.97315  0.082
H: -3.19819 4.19243 -1.43343  0.086
H: 4.78624 1.42120 4.21068  0.115
H: 2.89809 4.42137 0.74737  0.084
H: 1.18979 -0.03250 6.08630  0.082
H: -6.10227 -0.80074 -1.11811  0.116
H: -3.16221 -0.91738 1.15811  0.109
H: 3.04950 0.11712 4.93653  0.119
H: 1.67567 -2.71763 3.52880  0.082
H: -1.87539 -3.35206 -2.84633  0.177
H: 0.07971 0.94864 5.13631  0.077
H: -4.37588 2.03413 -3.76253  0.118
H: 0.29311 -4.47282 0.60140  0.102
H: -1.19086 -5.46508 0.73386  0.104
H: -1.34256 2.54627 -1.63271  0.074
H: 5.20698 2.67745 -1.53523  0.090
H: -4.31535 -3.02676 1.27628  0.086
H: -2.13802 -0.90066 -3.21315  0.101
H: -0.64699 -1.46147 -3.74535  0.048
H: -6.18062 -0.47808 1.31350  0.085
H: -2.21303 2.30125 -4.55895  0.087
H: -1.16835 -3.78227 1.34986  0.092
H: 4.65244 4.23612 0.72504  0.081
H: 5.06522 2.48326 2.12888  0.120
H: -0.06704 -1.00449 3.47967  0.120
H: 2.27673 2.32148 1.52913  0.158
H: -0.96845 1.33009 -3.76930  0.037
H: -0.45919 -0.58272 5.82600  0.087
H: -0.73890 3.06140 -3.97605  0.091
H: -2.81896 1.35383 1.70815  0.137
H: -0.76600 1.09958 2.97092  0.124
H: 5.61531 1.81719 -0.05189  0.082
H: 2.73749 2.43153 -0.81883  0.124
H: 4.78464 -2.75709 -0.72789  0.128
H: 5.44095 -2.41400 0.82709  0.125
H: -4.97961 0.62263 1.97150  0.073
H: -5.14625 -1.00268 2.64053  0.085
H: 0.78889 -2.73714 5.05714  0.087
H: -5.50139 -2.54255 0.07644  0.079